Record 1
C5H3N3 as an isolated structure in a non-equilibrium geometry, computed with ωB97M-V/def2-TZVPD.

```
11
Properties=species:S:1:pos:R:3:forces:R:3
C 0.784 0.761 1.679 4.355 -0.843 -1.963
C 0.065 0.046 0.339 0.500 7.139 -1.138
C -1.300 0.382 -0.159 -9.343 2.523 -2.398
C 0.005 -1.294 0.299 0.416 -10.053 -0.734
C 0.820 0.596 -0.852 1.832 -0.204 1.243
H 1.460 1.989 1.526 -2.987 -4.127 0.287
H 1.781 -0.064 1.802 -3.047 2.591 -0.116
H 0.089 0.598 2.483 0.046 0.563 0.538
N -2.436 0.595 -0.638 8.633 -1.591 3.634
N -0.070 -2.458 0.086 0.288 4.143 1.098
N 1.710 1.082 -1.397 -0.693 -0.140 -0.450
```
Forces are in eV/Å.

Computed properties:
2S+1: 1
ΔE to the lowest compared entry with this formula, charge and spin, kJ/mol: 436.7
E_HOMO, eV: -12.2


Record 2
A 2-piece molecular cluster, H3S3 overall in a non-equilibrium geometry, computed with ωB97M-V/def2-TZVPD.

```
6
Properties=species:S:1:pos:R:3:forces:R:3
S 2.175 -0.412 0.344 -0.524 0.326 -0.725
H 2.505 0.803 0.783 0.211 0.055 0.261
S -2.050 -0.079 0.513 -0.996 -0.050 0.755
S 0.904 0.312 -1.226 0.533 -0.331 0.544
H -2.778 -0.791 -0.410 1.116 0.474 0.142
H -0.756 0.167 -0.003 -0.340 -0.475 -0.977
```
Forces are in eV/Å.

Computed properties:
2S+1: 1
Net charge: -1
ΔE to the lowest compared entry with this formula, charge and spin, kJ/mol: 28.0
E_HOMO, eV: -2.8


Record 3
An isolated ion of composition C5H7N2O3P and charge -2 in a non-equilibrium geometry, computed with ωB97M-V/def2-TZVPD.

```
18
Properties=species:S:1:pos:R:3:forces:R:3
C -0.628 0.920 -1.669 -1.414 -2.978 1.049
C -1.866 0.471 -2.192 0.821 0.629 -0.922
C -0.447 -0.086 -0.667 2.791 1.284 1.530
C 1.529 1.084 0.478 0.991 1.110 -1.103
C 0.818 -0.233 0.295 -0.171 -1.003 -0.889
N -2.329 -0.597 -1.545 -1.270 0.042 -0.584
N -1.477 -0.906 -0.557 0.193 -0.120 -0.671
O -0.648 -0.008 2.698 -0.322 0.750 -0.737
O -0.323 -2.214 1.483 0.667 -1.547 0.966
O 1.555 -1.165 2.809 0.720 -0.226 -0.769
P 0.359 -0.834 1.959 -0.485 -0.695 1.576
H 0.057 1.641 -1.997 0.638 0.916 -0.390
H -2.281 0.797 -3.156 -0.339 -0.050 0.575
H 0.808 1.905 0.725 0.602 -0.703 -0.043
H 2.388 1.068 1.232 -1.197 -0.149 -1.018
H 1.916 1.270 -0.569 0.119 0.579 1.100
H 1.600 -1.010 -0.176 -1.735 1.465 1.076
H -1.029 -2.103 0.848 -0.610 0.695 -0.745
```
Forces are in eV/Å.

Computed properties:
2S+1: 1
Net charge: -2
ΔE to the lowest compared entry with this formula, charge and spin, kJ/mol: 0.0
E_HOMO, eV: -0.8